# 1
Here is the molecule C24H27N3O5S in a non-equilibrium geometry from the OMol25 dataset. Energies are from wB97M-V/def2-TZVPD.

Properties
Largest force on an atom = 1.24 eV/A
Energy relative to the best compared isomer or geometry (same formula, charge and spin) = 98.0 kcal per mole
Frontier orbital gap = 9.30 eV
SMILES string = Cc1ccc(S(=O)(=O)N2CCN(C(=O)c3ccc(OCc4c(C)noc4C)cc3)CC2)cc1
LUMO energy = 0.61 eV

The geometry in XYZ format:
```
60
Properties=species:S:1:pos:R:3:forces:R:3:mulliken_charge:R:1
C -7.81685 -0.91318 4.75038 -0.012 -0.054 0.003 -1.43
C -6.43277 -1.03098 4.19257 0.113 0.038 0.048 0.98
C -6.24339 -1.32355 2.84363 0.164 -0.017 -0.013 -0.80
C -4.97004 -1.45500 2.32228 -0.147 -0.059 -0.089 -0.47
C -3.87949 -1.29391 3.15536 0.560 0.009 -0.074 -0.20
S -2.24748 -1.45404 2.45247 -0.359 0.339 -0.196 1.47
O -2.19225 -2.61622 1.61587 -0.158 0.004 -0.191 -0.77
O -1.27001 -1.33254 3.50161 -0.241 0.134 0.129 -0.69
N -2.24445 -0.11457 1.42652 -0.275 -0.937 0.540 0.13
C -1.41738 -0.24705 0.24678 0.501 -0.404 -0.310 -1.27
C 0.06275 0.00688 0.56596 -0.242 -0.251 -0.387 -0.40
N 0.20066 1.30044 1.19496 0.015 -0.069 0.173 0.06
C 0.67200 2.42459 0.59575 0.103 -0.031 0.031 0.28
O 0.47994 3.53522 1.05998 -0.068 0.257 -0.096 -0.67
C 1.49485 2.23051 -0.63461 0.238 0.091 -0.099 0.37
C 2.62754 1.42692 -0.62947 -0.245 0.221 -0.004 -0.38
C 3.42464 1.31482 -1.75492 0.271 -0.033 -0.193 0.04
C 3.09363 2.01062 -2.91297 -0.242 0.108 0.184 0.23
O 3.79090 1.97047 -4.08055 -0.203 0.155 0.046 -0.42
C 4.87178 1.07039 -4.20723 0.366 -0.300 -0.110 -0.79
C 4.46880 -0.36524 -4.09777 0.284 -0.525 0.330 1.14
C 3.28327 -0.97777 -4.60323 0.562 -0.213 0.277 0.46
C 2.16622 -0.33443 -5.33454 -0.109 -0.091 0.023 -1.12
N 3.28631 -2.25356 -4.32541 -1.094 0.023 -0.593 -0.72
O 4.42934 -2.52796 -3.65225 0.797 0.076 0.395 -0.18
C 5.14417 -1.40124 -3.50690 -0.427 0.803 -0.385 0.11
C 6.44828 -1.47867 -2.80315 -0.126 -0.150 -0.132 -1.28
C 1.96691 2.83585 -2.91299 0.179 -0.115 -0.136 -0.62
C 1.18659 2.95238 -1.78413 0.025 -0.110 0.129 -0.87
C -0.58126 1.42108 2.40950 -0.154 0.287 0.308 -0.97
C -2.05911 1.14776 2.11267 0.225 0.388 0.388 -0.83
C -4.04089 -1.00588 4.49570 0.201 -0.029 0.049 -0.20
C -5.31944 -0.87472 5.01094 -0.067 -0.033 -0.111 -0.75
H -8.47472 -0.40640 4.04815 -0.084 0.042 -0.003 0.37
H -7.81442 -0.36918 5.69109 -0.054 0.038 0.059 0.36
H -8.22635 -1.90672 4.93312 -0.085 -0.032 0.039 0.30
H -7.10332 -1.44949 2.20240 -0.078 -0.010 -0.084 0.38
H -4.80130 -1.68741 1.28332 -0.087 -0.016 -0.173 0.43
H -1.76994 0.47383 -0.49867 -0.004 -0.047 0.060 0.36
H -1.55635 -1.26136 -0.12707 0.069 0.123 -0.202 0.49
H 0.40773 -0.76412 1.26420 0.079 0.020 -0.110 0.21
H 0.65239 -0.03805 -0.34910 -0.073 -0.072 0.140 0.64
H 2.90206 0.89227 0.26815 0.008 -0.084 0.083 0.49
H 4.29797 0.68422 -1.71429 0.068 -0.041 -0.025 0.45
H 5.26835 1.27240 -5.20895 -0.003 0.045 0.217 0.31
H 5.65947 1.29642 -3.47502 -0.057 0.036 -0.091 0.39
H 1.52007 -1.10024 -5.75307 -0.070 -0.008 -0.065 0.41
H 1.58631 0.28923 -4.65484 -0.047 0.063 -0.023 0.18
H 2.55348 0.30204 -6.12746 -0.053 0.037 -0.065 0.33
H 6.57552 -0.62925 -2.13492 0.021 0.040 0.063 0.34
H 7.26768 -1.47289 -3.52131 0.076 -0.022 0.028 0.30
H 6.49304 -2.40142 -2.23110 0.071 -0.013 0.085 0.36
H 1.73274 3.38178 -3.81332 -0.036 0.065 -0.110 0.46
H 0.32594 3.60372 -1.78245 -0.069 0.095 0.004 0.47
H -0.22032 0.68676 3.13521 -0.006 0.152 -0.068 0.33
H -0.44848 2.43352 2.79419 -0.038 -0.165 0.001 0.54
H -2.46486 1.94019 1.47515 -0.015 -0.057 0.074 0.40
H -2.63230 1.10726 3.03988 -0.023 0.231 0.016 0.41
H -3.16430 -0.89592 5.11489 0.067 0.035 0.121 0.51
H -5.45402 -0.65036 6.05878 -0.011 0.031 0.099 0.36
```
Positions in Å, forces in eV/Å.



# 2
Here is the ion C5H4Cl3N4 with charge +1 in a non-equilibrium geometry from the OMol25 dataset. Energies are from wB97M-V/def2-TZVPD.

Properties
Largest force on an atom = 4.02 eV/A
Net charge = +1
Energy relative to the best compared isomer or geometry (same formula, charge and spin) = 0.0 kcal per mole
Frontier orbital gap = 9.65 eV
SMILES string = ClC1=NCN(Cl)C2=[NH+]C=N[C@]12Cl
LUMO energy = -4.76 eV

The geometry in XYZ format:
```
16
Properties=species:S:1:pos:R:3:forces:R:3:mulliken_charge:R:1
Cl -2.98609 0.95507 -0.96350 -1.258 0.288 -0.509 -0.07
C -1.52087 0.89874 -0.20838 1.165 -0.732 1.858 0.39
N -0.87916 1.88815 0.23856 -0.618 0.359 -1.848 -0.34
C 0.47197 1.95611 0.54680 1.278 1.535 1.806 -0.39
N 1.21853 0.68174 0.32088 2.424 2.032 0.363 -0.04
Cl 2.92811 0.83279 0.06756 -0.673 -0.093 0.087 0.03
C 0.63467 -0.39040 0.06888 -3.986 -0.356 0.368 0.40
N 0.96408 -1.49165 -0.51186 0.378 -2.837 -0.941 -0.07
C -0.19506 -2.23986 -0.80402 -1.727 1.818 0.918 -0.34
N -1.27381 -1.68265 -0.45381 -1.100 -0.751 -0.834 -0.44
C -1.05134 -0.49961 0.21712 3.052 0.699 1.163 0.68
Cl -1.50718 -0.77297 1.98567 0.450 0.442 -1.212 -0.10
H 1.03794 2.75093 -0.09879 -1.180 -1.401 1.139 0.33
H 0.59825 2.22433 1.66555 -0.086 -0.260 -1.772 0.31
H 1.81003 -1.95032 -0.78062 1.100 0.668 0.188 0.19
H -0.25007 -3.16041 -1.29005 0.782 -1.409 -0.775 0.45
```
Positions in Å, forces in eV/Å.



# 3
Here is a cluster of 7 separate species, C15H44O7 in total in a non-equilibrium geometry from the OMol25 dataset. Energies are from wB97M-V/def2-TZVPD.

Properties
Largest force on an atom = 2.39 eV/A
Energy relative to the best compared isomer or geometry (same formula, charge and spin) = 26.8 kcal per mole
Frontier orbital gap = 9.44 eV
SMILES string = CC(C)O.CC(C)O.CC(C)O.CC(C)O.CC(C)O.O.O
LUMO energy = 0.00 eV

The geometry in XYZ format:
```
66
Properties=species:S:1:pos:R:3:forces:R:3:mulliken_charge:R:1
C 0.33457 -1.60627 -4.06220 -1.469 0.412 -0.356 -1.73
C 0.10942 -1.09303 -2.64961 1.876 -1.303 0.687 2.00
C -0.65726 -2.10756 -1.77246 -0.717 -0.023 -0.756 -1.21
O 1.41046 -0.90123 -2.04747 -0.147 0.837 0.186 -0.52
H 0.71390 -2.62781 -4.08058 0.003 -0.018 0.101 0.49
H 0.94889 -0.97133 -4.69832 0.246 0.128 0.343 0.37
H -0.66478 -1.58496 -4.51948 0.174 -0.405 -0.253 0.40
H -0.34669 -0.10606 -2.64926 -0.091 -0.053 -0.033 -1.23
H -1.33211 -1.61867 -1.07139 0.018 -0.038 0.055 0.29
H -0.02185 -2.78515 -1.20354 0.386 0.324 -0.028 0.22
H -1.23610 -2.77749 -2.41638 -0.276 0.191 0.067 0.47
H 1.91493 -1.71405 -2.14559 -0.057 -0.069 0.020 0.35
C -2.54372 -2.28201 2.65167 0.765 -0.707 -0.360 -1.21
C -3.13344 -2.21807 4.04165 -0.242 0.142 0.236 0.46
C -4.28691 -1.21241 4.10248 0.518 -0.155 -0.188 -1.09
O -3.57869 -3.51766 4.41302 -0.073 -0.506 -0.573 -0.56
H -1.93545 -1.41066 2.40780 -0.344 0.266 0.065 0.30
H -3.26797 -2.46968 1.85765 -0.242 0.220 0.154 0.38
H -1.82896 -3.10811 2.58057 -0.102 -0.081 0.216 0.33
H -2.31986 -1.94968 4.72364 -0.088 0.312 0.072 0.20
H -3.87311 -0.21880 3.91873 -0.197 0.112 0.155 0.19
H -4.81281 -1.25256 5.05535 0.074 0.147 0.073 0.37
H -4.99647 -1.43464 3.30473 -0.051 -0.046 0.031 0.32
H -3.80668 -3.56554 5.34329 0.020 0.282 0.086 0.32
C 3.61574 -2.08731 0.61695 0.127 -0.391 0.291 -1.57
C 2.24396 -2.14416 1.26809 -0.919 0.740 -0.070 1.93
C 2.04885 -3.35032 2.17490 -0.095 -0.298 -0.280 -1.50
O 1.93514 -0.93806 1.97996 0.310 0.111 -0.084 -0.61
H 3.76099 -1.27751 -0.09681 -0.283 0.136 0.075 0.28
H 3.81490 -3.03015 0.09913 0.020 -0.005 -0.007 0.42
H 4.36505 -1.99184 1.40690 0.054 0.061 -0.054 0.40
H 1.44769 -2.17059 0.51511 0.292 -0.470 -0.341 -0.71
H 2.87651 -3.56303 2.85326 0.067 0.286 0.021 0.35
H 1.90965 -4.24391 1.55824 0.057 -0.017 0.037 0.36
H 1.13598 -3.21163 2.75238 0.036 0.012 0.073 0.32
H 1.22516 -0.47943 1.47551 0.519 -0.253 0.550 0.38
C 2.44502 2.30109 0.63475 -0.139 0.471 0.447 -0.60
C 3.58775 3.29523 0.72776 0.340 -0.412 0.993 0.62
C 3.19787 4.75338 0.58896 -0.632 -0.159 -0.429 -1.36
O 4.19479 3.16839 2.03453 -0.042 0.035 -0.160 -0.57
H 1.73975 2.44896 1.45703 -0.055 0.239 -0.094 0.28
H 2.84498 1.30115 0.81079 -0.176 -0.155 -0.528 -0.03
H 1.91372 2.42592 -0.31113 0.070 -0.426 -0.037 0.13
H 4.35241 2.95628 0.01528 -0.112 0.590 -0.306 0.22
H 4.04962 5.42499 0.65791 0.066 -0.041 -0.155 0.34
H 2.46354 5.06562 1.33584 0.219 -0.321 0.346 0.35
H 2.64648 4.89286 -0.34600 0.424 0.106 -0.216 0.33
H 4.34485 2.22689 2.17728 0.023 0.074 0.118 0.30
C -0.71664 2.77118 -2.90071 0.311 -1.211 -0.262 -0.64
C -1.22533 2.03298 -4.15741 -0.921 1.306 1.478 0.35
C -2.57288 1.35408 -3.81545 0.296 -0.312 -1.094 -1.09
O -1.44015 3.06496 -5.12228 0.133 -0.636 -0.716 -0.59
H -1.47787 3.49640 -2.61343 0.033 0.016 0.184 0.46
H 0.23160 3.27416 -3.07725 -0.006 0.043 -0.046 0.28
H -0.58090 2.03437 -2.10180 -0.002 0.313 0.200 -0.16
H -0.50811 1.32422 -4.56373 0.065 0.103 -0.115 0.17
H -2.54302 0.44542 -3.21091 0.394 0.209 0.287 0.29
H -2.99496 1.01881 -4.76681 -0.234 0.185 0.040 0.29
H -3.24796 2.07503 -3.35476 -0.029 -0.004 0.015 0.35
H -1.94769 3.76307 -4.70058 -0.052 0.022 0.039 0.37
O -2.64308 1.37597 1.57098 -0.086 0.174 0.252 -0.56
H -3.54789 1.59329 1.32152 0.080 -0.098 -0.072 0.26
H -2.51894 1.79270 2.43292 0.023 -0.038 -0.100 0.26
O -0.13437 0.25873 0.74278 -0.485 0.209 -0.341 -0.37
H -0.98766 0.61441 1.04373 0.113 -0.089 -0.054 0.29
H -0.09386 0.47087 -0.19772 0.206 -0.077 0.114 0.10
```
Positions in Å, forces in eV/Å.



# 4
Here is a structure of composition C11H18ClIN2O2PPr in a non-equilibrium geometry from the OMol25 dataset. Energies are from wB97M-V/def2-TZVPD.

Properties
Largest force on an atom = 7.20 eV/A
Net charge = +2
Expectation value of S² = 2.0033
Energy relative to the best compared isomer or geometry (same formula, charge and spin) = 0.0 kcal per mole
Frontier orbital gap (alpha / beta) = 7.59 / 7.63 eV
LUMO energy (alpha / beta) = -8.01 / -7.94 eV
Multiplicity = 3

The geometry in XYZ format:
```
37
Properties=species:S:1:pos:R:3:forces:R:3:mulliken_charge:R:1
C 0.11935 -4.99349 -3.15329 -0.281 -0.299 -0.208 -0.77
I 0.67534 -3.25873 -1.91588 0.023 -0.288 -0.200 0.09
H -0.96188 -5.10984 -3.10435 0.157 0.211 0.130 0.30
H 0.62005 -5.88263 -2.76084 0.032 0.501 0.228 0.30
H 0.44201 -4.80358 -4.17901 0.042 0.327 0.361 0.29
Pr -0.35970 -0.31393 0.16935 -3.300 -0.372 -1.298 0.97
P -0.14259 1.51838 -2.01550 -0.170 -0.671 1.341 0.45
C 1.42745 1.77209 -2.84743 -0.051 0.042 0.000 -1.07
C -1.33621 0.78516 -3.17886 0.243 0.007 0.191 -1.07
H -1.77716 2.95026 -0.94024 0.411 0.116 -0.416 0.36
H -0.95125 3.68170 -2.39576 -0.170 0.421 0.386 0.41
H -0.10041 3.58865 -0.78394 -0.360 -0.028 -0.461 0.37
C -0.82095 3.10918 -1.47233 0.186 -0.068 -0.079 -1.10
H -2.29785 0.60022 -2.66416 0.413 0.253 -0.337 0.36
H -1.43308 1.53304 -3.97227 -0.334 -0.421 -0.214 0.43
H 1.17600 2.43931 -3.68084 0.793 -0.125 -0.080 0.40
H 1.81578 0.78460 -3.17475 -0.173 0.730 -0.072 0.33
H -0.93625 -0.17527 -3.55177 -0.204 0.509 -0.073 0.35
H 2.13433 2.22532 -2.12049 -0.352 -0.082 -0.680 0.36
C 2.18788 -0.26594 -0.28251 7.078 -1.201 -0.493 0.33
O 3.33494 -0.46102 -0.37300 -5.738 1.127 0.342 -0.12
Cl -2.86563 0.40296 0.32090 1.199 -0.268 -0.036 -0.42
N 1.24686 -0.05631 6.84472 0.472 1.981 -2.486 -0.29
C 1.21494 0.33807 5.51272 0.784 1.104 2.215 0.30
O 1.61488 1.44705 5.14334 -0.776 -1.943 0.159 -0.60
C 0.67068 -0.65494 4.54078 -0.199 0.262 -1.222 0.17
C 0.21239 -1.95269 4.78799 0.258 0.092 1.185 -0.08
C -0.28719 -2.77916 3.79728 -0.483 -0.687 -0.928 -1.01
C -0.33577 -2.30614 2.49165 0.511 0.454 0.768 0.01
N 0.14685 -1.06711 2.27118 0.301 0.396 0.334 -0.32
C 0.61028 -0.21661 3.21875 -0.224 -1.030 -0.341 0.19
H 1.61276 0.63417 7.47568 0.043 0.014 0.249 0.26
H 0.93875 -0.91263 7.19380 -0.467 -1.242 0.482 0.14
H 0.24424 -2.33530 5.82110 -0.053 0.124 -0.655 0.32
H -0.65049 -3.79031 3.98420 0.152 0.353 0.261 0.43
H -0.72891 -2.88247 1.61486 0.359 0.420 0.885 0.41
H 0.93078 0.78586 2.85490 -0.123 -0.721 0.763 0.53
```
Positions in Å, forces in eV/Å.



# 5
Here is the molecule C4H7NO2 from the OMol25 dataset. Energies are from wB97M-V/def2-TZVPD.

Properties
Largest force on an atom = 0.56 eV/A
Energy relative to the best compared isomer or geometry (same formula, charge and spin) = 48.2 kcal per mole
Frontier orbital gap = 9.49 eV
SMILES string = C=C(N)OCC=O
LUMO energy = 0.83 eV

The geometry in XYZ format:
```
14
Properties=species:S:1:pos:R:3:forces:R:3:mulliken_charge:R:1
C -0.02110 2.25707 -0.66364 0.036 -0.017 0.050 -0.96
C 0.08400 0.95757 -0.38555 0.009 0.282 -0.062 0.70
N 0.96168 0.06450 -1.01080 -0.002 -0.034 -0.124 -0.48
O -0.68047 0.41657 0.60920 -0.095 0.090 -0.003 -0.40
C -0.20395 -0.73241 1.28131 0.078 -0.160 0.079 -0.35
C -0.65797 -1.99814 0.57692 0.169 -0.360 0.147 -0.02
O -0.24588 -3.09957 0.83939 -0.205 0.508 -0.117 -0.48
H -0.59314 2.91899 -0.02775 0.005 -0.137 -0.042 0.26
H 0.47131 2.67355 -1.53267 -0.005 -0.070 0.085 0.23
H 1.56962 0.54157 -1.66072 -0.003 -0.037 0.025 0.24
H 0.50868 -0.71560 -1.47362 -0.015 0.027 0.052 0.20
H 0.88557 -0.74237 1.37753 -0.132 -0.005 0.012 0.36
H -0.65220 -0.71682 2.28280 0.073 -0.012 -0.179 0.32
H -1.42614 -1.82491 -0.21238 0.087 -0.075 0.076 0.38
```
Positions in Å, forces in eV/Å.



# 6
Here is a structure of composition C9H21ClN3O3Pt in a non-equilibrium geometry from the OMol25 dataset. Energies are from wB97M-V/def2-TZVPD.

Properties
Largest force on an atom = 1.66 eV/A
Net charge = +1
Expectation value of S² = 2.0177
Energy relative to the best compared isomer or geometry (same formula, charge and spin) = 90.7 kcal per mole
Frontier orbital gap (alpha / beta) = 6.54 / 2.55 eV
LUMO energy (alpha / beta) = -4.67 / -8.66 eV
Multiplicity = 3

The geometry in XYZ format:
```
38
Properties=species:S:1:pos:R:3:forces:R:3:mulliken_charge:R:1
Pt -0.57060 3.73037 -0.05472 0.275 -1.090 0.459 0.73
Cl 0.11978 1.66526 0.81034 -0.115 1.091 -0.461 -0.74
C 3.68856 0.36013 0.34358 -0.360 0.001 1.624 -0.99
C 4.85246 1.29805 0.17485 -0.284 -1.071 -0.925 0.90
O 5.25309 1.87455 1.23003 -0.008 0.028 0.144 -0.18
N 5.44237 1.45524 -0.96577 0.833 0.737 -0.257 -0.12
C 6.62643 2.30924 -1.11890 0.345 0.716 -0.001 -0.88
H 3.83839 -0.64596 -0.04293 0.281 0.315 -0.736 0.37
H 2.76940 0.86515 0.03993 -0.019 -0.091 -0.239 0.23
H 3.57796 0.15998 1.41497 -0.142 0.295 0.021 0.36
H 5.06520 1.06843 -1.81873 -0.314 -0.369 0.286 0.30
H 6.96072 2.32849 -2.15102 -0.182 -0.263 -0.064 0.33
H 7.45830 1.97435 -0.50123 -0.161 -0.216 0.084 0.33
H 6.39252 3.34081 -0.85112 -0.104 -0.073 0.084 0.35
C -0.42528 0.90487 -3.16287 0.259 -0.229 0.288 -0.81
C -1.16857 -0.36046 -2.76278 0.244 0.169 -0.343 0.69
O -1.65434 -1.08502 -3.60919 -0.155 -0.079 0.177 -0.63
N -1.22325 -0.59588 -1.42971 -0.161 -0.102 -0.178 0.07
C -2.00124 -1.67604 -0.85950 0.459 -0.258 0.307 -0.96
H -1.07250 1.77098 -3.02127 -0.006 0.016 -0.151 0.16
H -0.12177 0.79893 -4.19936 -0.150 0.155 -0.079 0.32
H 0.47215 1.04658 -2.55275 -0.080 0.051 0.058 0.16
H -0.76458 0.04858 -0.80749 -0.152 0.049 -0.020 0.05
H -1.34739 -2.26412 -0.20867 -0.168 0.022 0.161 0.27
H -2.33858 -2.35694 -1.63469 -0.083 0.245 -0.209 0.34
H -2.84724 -1.30112 -0.28515 -0.053 -0.036 -0.033 0.33
C -2.30217 -0.62908 2.99140 0.123 -0.229 -0.090 -0.77
C -3.72210 -0.71028 2.47253 0.088 0.497 -0.280 0.71
O -4.42289 0.28497 2.42974 -0.135 -0.091 -0.006 -0.66
N -4.14101 -1.93242 2.06496 0.281 -0.127 0.218 -0.16
C -5.50465 -2.24273 1.69238 0.100 -0.314 -0.056 -0.92
H -2.38023 -0.39218 4.05199 0.202 -0.134 0.044 0.32
H -1.74089 0.17145 2.51348 -0.300 0.180 -0.072 0.03
H -1.72952 -1.54292 2.82132 -0.098 -0.092 0.275 0.30
H -3.49771 -2.69606 2.17408 -0.032 -0.020 0.005 0.22
H -6.17446 -1.48481 2.08604 0.014 0.068 -0.068 0.31
H -5.75779 -3.21401 2.11676 -0.138 0.056 0.047 0.35
H -5.60858 -2.32635 0.60948 -0.104 0.193 -0.012 0.27
```
Positions in Å, forces in eV/Å.